1.
C12H11F2NV | ωB97M-V with the def2-TZVPD basis set

ORCA input file:
```
! wB97M-V def2-TZVPD RIJCOSX def2/J DEFGRID3
* xyz 0 4
V 0.64 0.00 -0.27
C 0.20 -0.05 -2.89
H 1.28 0.16 -3.00
H -0.01 -1.01 -3.38
H -0.33 0.70 -3.51
H -0.36 -0.02 -1.77
H -0.87 -0.06 -0.87
F 0.02 -4.90 2.24
C 0.13 -3.53 2.32
C 0.00 -2.79 1.13
C 0.21 -1.42 1.23
C 0.42 -0.76 2.46
C 0.51 -1.59 3.61
F 0.79 -1.09 4.87
C 0.39 -2.95 3.55
C 0.55 0.68 2.47
C 0.72 1.47 3.62
C 0.80 2.87 3.56
C 0.64 3.47 2.30
C 0.48 2.67 1.17
N 0.52 1.30 1.24
H -0.24 -3.26 0.18
H 0.50 -3.55 4.45
H 0.82 0.97 4.56
H 0.99 3.45 4.45
H 0.65 4.55 2.16
H 0.31 3.03 0.15
*
```

The calculation puts the LUMO energy (alpha / beta) at -0.4 / -0.4 eV. The relative energy (zero: lowest compared OMol25 entry of this formula, charge and spin) is 0.848 eV. The gap between HOMO and LUMO (alpha / beta) is 6.9 / 7.7 eV.

=====

2.
C2H5NO2 | ωB97M-V with the def2-TZVPD basis set

ORCA input file:
```
! wB97M-V def2-TZVPD RIJCOSX def2/J DEFGRID3
* xyz 0 1
C 1.44 0.01 -0.18
O 0.25 0.76 -0.20
C -0.77 0.24 0.63
O -0.75 0.24 1.83
N -1.65 -0.20 -0.28
H 1.89 0.11 0.80
H 2.10 0.40 -0.96
H 1.25 -1.06 -0.40
H -1.17 0.05 -1.15
H -2.58 -0.55 -0.10
*
```

The calculation puts the LUMO energy at 0.9 eV. The relative energy (zero: lowest compared OMol25 entry of this formula, charge and spin) is 0.825 eV. Its SMILES is COC(N)=O. The gap between HOMO and LUMO is 11.4 eV.

=====

3.
C6H6N | ωB97M-V with the def2-TZVPD basis set

ORCA input file:
```
! wB97M-V def2-TZVPD RIJCOSX def2/J DEFGRID3
* xyz 1 1
C -0.77 0.73 0.11
C 0.96 -1.84 -0.03
C -1.80 -0.02 0.06
C -2.96 -0.67 -0.01
C 1.72 0.49 -0.11
C 0.45 1.16 0.08
N 1.76 -0.92 0.13
H -3.05 -1.61 -0.60
H -3.79 -0.24 0.39
H 2.06 0.84 -1.26
H 2.41 1.08 0.55
H 0.46 2.31 0.08
H 2.54 -1.31 0.61
*
```

The calculation puts the LUMO energy (alpha / beta) at -7.1 / -7.1 eV. The relative energy (zero: lowest compared OMol25 entry of this formula, charge and spin) is 5.225 eV. The gap between HOMO and LUMO (alpha / beta) is 5.8 / 5.8 eV.

=====

4.
C41H119N19O14 | ωB97M-V with the def2-TZVPD basis set

ORCA input file:
```
! wB97M-V def2-TZVPD RIJCOSX def2/J DEFGRID3
* xyz -1 2
C -4.40 -2.24 -2.38
O -4.58 -3.45 -2.33
N -3.46 -1.57 -1.82
N -5.27 -1.46 -3.03
H -3.51 -0.56 -1.92
H -2.69 -2.00 -1.33
H -6.23 -1.74 -3.18
H -5.08 -0.47 -3.03
C -4.85 3.98 -0.07
O -4.37 3.28 -0.96
N -4.29 5.07 0.26
N -5.89 3.72 0.68
H -3.35 5.21 -0.07
H -4.70 5.54 1.06
H -6.39 2.88 0.44
H -6.33 4.39 1.29
C 2.90 -2.65 3.54
O 4.06 -2.78 3.24
N 1.89 -3.15 2.95
N 2.48 -2.00 4.59
H 1.95 -3.70 2.10
H 0.95 -2.80 3.05
H 3.09 -1.48 5.20
H 1.49 -1.93 4.79
C -1.40 -4.47 -0.74
O -1.29 -3.30 -0.95
N -2.40 -5.24 -1.16
N -0.63 -5.18 0.00
H -2.55 -6.22 -0.95
H -3.12 -4.62 -1.49
H -1.07 -6.08 0.14
H 0.32 -4.91 0.18
C 3.42 -5.11 0.28
O 2.29 -4.87 0.56
N 3.85 -5.90 -0.65
N 4.42 -4.58 1.00
H 4.83 -6.10 -0.78
H 3.11 -6.51 -0.96
H 4.18 -3.98 1.78
H 5.36 -4.93 0.91
C 1.98 -0.22 0.69
C 0.67 -0.86 0.20
C -0.29 0.16 -0.40
O -0.62 1.14 0.62
C -1.63 2.04 0.09
N 1.01 -1.79 -0.84
H 2.54 0.30 -0.09
H 2.72 -1.00 0.90
H 1.69 0.41 1.52
H 0.22 -1.40 1.03
H -1.09 -0.31 -0.97
H 0.11 0.70 -1.26
H -2.49 1.52 -0.34
H -1.25 2.67 -0.72
H -1.95 2.74 0.86
H 1.56 -2.58 -0.52
H 0.15 -2.24 -1.10
C -3.48 -4.64 -6.94
C -3.49 -3.71 -5.72
C -2.20 -2.79 -5.65
O -1.00 -3.49 -5.60
C -0.83 -4.27 -4.44
N -4.78 -2.93 -5.79
H -4.23 -5.41 -6.75
H -2.55 -5.21 -6.96
H -3.53 -4.28 -7.96
H -3.55 -4.22 -4.76
H -2.29 -2.11 -4.80
H -2.20 -2.23 -6.59
H -0.58 -3.75 -3.52
H 0.05 -4.90 -4.62
H -1.54 -5.09 -4.29
H -4.86 -2.38 -4.95
H -4.69 -2.28 -6.56
C 2.36 2.94 -0.95
C 3.12 3.70 0.19
C 2.17 4.79 0.78
O 1.86 5.89 -0.14
C 3.01 6.79 -0.22
N 3.57 2.86 1.24
H 1.52 2.39 -0.54
H 3.01 2.20 -1.43
H 2.06 3.68 -1.69
H 4.04 4.19 -0.13
H 2.38 5.21 1.76
H 1.19 4.35 0.94
H 3.35 6.99 0.80
H 2.86 7.76 -0.70
H 3.82 6.26 -0.72
H 2.77 2.51 1.74
H 4.00 2.02 0.87
C -1.46 -3.57 5.04
C -1.35 -4.14 3.62
C -2.68 -4.82 3.06
O -3.01 -5.97 3.81
C -4.41 -6.27 3.71
N -0.93 -3.06 2.70
H -0.51 -3.15 5.36
H -1.68 -4.34 5.78
H -2.19 -2.79 5.24
H -0.53 -4.85 3.56
H -2.60 -5.01 1.99
H -3.40 -4.02 3.24
H -4.61 -7.24 4.18
H -4.69 -6.17 2.66
H -5.06 -5.68 4.35
H -1.66 -2.36 2.67
H -0.92 -3.44 1.76
C -2.28 1.72 4.55
C -2.09 0.43 3.77
C -3.23 0.12 2.72
O -3.18 -1.32 2.64
C -3.80 -1.84 1.47
N -0.79 0.45 3.17
H -2.27 2.55 3.86
H -1.49 1.86 5.29
H -3.26 1.58 5.02
H -2.06 -0.39 4.49
H -2.94 0.61 1.79
H -4.17 0.53 3.09
H -4.40 -1.15 0.87
H -4.47 -2.61 1.86
H -3.03 -2.25 0.82
H -0.48 -0.51 3.08
H -0.84 0.78 2.22
C 7.61 3.20 4.71
C 6.84 2.99 3.36
C 6.92 1.52 2.92
O 6.06 1.24 1.84
C 5.96 -0.08 1.26
N 5.50 3.41 3.65
H 7.05 2.90 5.60
H 8.02 4.20 4.90
H 8.56 2.68 4.65
H 7.27 3.64 2.61
H 6.48 0.86 3.67
H 7.96 1.20 2.85
H 5.50 -0.07 0.27
H 5.26 -0.59 1.93
H 6.91 -0.62 1.22
H 4.86 3.32 2.87
H 5.13 2.81 4.38
C 4.43 -2.15 -2.11
C 4.29 -0.62 -2.37
C 5.17 -0.10 -3.44
O 6.52 -0.46 -3.27
C 7.39 -0.26 -4.45
N 2.92 -0.51 -2.69
H 5.48 -2.42 -1.98
H 4.17 -2.79 -2.95
H 3.94 -2.46 -1.19
H 4.41 -0.03 -1.46
H 5.12 0.99 -3.50
H 4.84 -0.54 -4.38
H 7.59 0.80 -4.61
H 6.84 -0.71 -5.28
H 8.33 -0.76 -4.25
H 2.67 0.47 -2.76
H 2.17 -0.84 -2.10
C -1.44 1.36 -3.66
C -2.92 1.61 -4.05
C -3.44 0.76 -5.18
O -2.79 0.83 -6.41
C -3.55 0.34 -7.49
N -3.71 1.23 -2.90
H -1.21 0.38 -3.25
H -1.17 2.27 -3.12
H -0.76 1.26 -4.50
H -3.09 2.68 -4.18
H -4.51 0.97 -5.30
H -3.49 -0.26 -4.80
H -3.81 -0.71 -7.38
H -2.95 0.42 -8.39
H -4.55 0.74 -7.68
H -4.69 1.41 -3.05
H -3.67 2.04 -2.29
C -0.51 6.16 4.62
C -1.74 6.72 3.85
C -2.44 5.61 2.99
O -1.52 5.23 1.98
C -1.37 6.19 0.97
N -2.61 7.38 4.83
H -0.88 5.39 5.29
H 0.11 6.89 5.12
H 0.16 5.61 3.95
H -1.26 7.45 3.19
H -3.33 6.02 2.51
H -2.63 4.76 3.64
H -0.64 6.94 1.26
H -2.31 6.65 0.67
H -1.08 5.65 0.07
H -3.32 7.87 4.30
H -1.99 8.07 5.22
*
```

The calculation puts the LUMO energy (alpha / beta) at 1.6 / 1.6 eV. The relative energy (zero: lowest compared OMol25 entry of this formula, charge and spin) is 0.000 eV. The gap between HOMO and LUMO (alpha / beta) is 1.5 / 8.3 eV.

=====

5.
C38H36CaClN2O7P2 | ωB97M-V with the def2-TZVPD basis set

ORCA input file:
```
! wB97M-V def2-TZVPD RIJCOSX def2/J DEFGRID3
* xyz -1 1
Ca -1.16 -0.38 1.31
O 1.43 -2.93 1.94
C 0.47 -3.80 2.52
C -0.60 -3.09 3.35
N -1.58 -2.31 2.60
C -2.24 -3.13 1.57
C -1.50 -3.00 0.22
O -1.66 -3.88 -0.62
O -0.77 -1.95 0.12
C -2.55 -1.69 3.49
C -3.51 -0.71 2.74
O -4.49 -0.31 3.36
O -3.18 -0.43 1.54
H 0.96 -2.36 1.30
H 1.04 -4.45 3.19
H 0.01 -4.43 1.75
H -0.08 -2.42 4.04
H -1.12 -3.86 3.95
H -3.23 -2.73 1.38
H -2.33 -4.18 1.87
H -2.03 -1.12 4.26
H -3.18 -2.43 4.01
Cl 2.73 1.61 7.37
C 2.09 1.12 5.82
C 2.89 0.35 4.95
C 2.41 -0.02 3.72
C 1.10 0.35 3.27
O 0.69 0.03 2.11
C 0.31 1.10 4.20
C -1.03 1.51 3.85
O -1.60 1.30 2.79
C 0.82 1.48 5.45
H 3.88 0.05 5.27
H 3.01 -0.62 3.05
H -1.56 2.07 4.64
H 0.20 2.06 6.12
C 1.05 2.06 -2.41
N 0.33 0.84 -2.00
P 1.28 -0.48 -1.30
C 2.82 -0.24 -2.31
C 4.05 -0.14 -1.66
C 5.23 -0.01 -2.39
C 5.19 0.02 -3.77
C 3.96 -0.08 -4.43
C 2.79 -0.21 -3.70
C 0.73 -1.91 -2.32
C -0.29 -1.89 -3.25
C -0.62 -3.04 -3.96
C 0.08 -4.21 -3.73
C 1.10 -4.24 -2.79
C 1.42 -3.10 -2.09
P -1.21 1.02 -1.23
C -2.02 2.04 -2.55
C -2.65 1.34 -3.58
C -3.22 2.00 -4.65
C -3.19 3.39 -4.70
C -2.59 4.10 -3.67
C -2.01 3.43 -2.61
C -0.98 2.36 0.02
C -2.14 2.98 0.48
C -2.07 3.97 1.44
C -0.84 4.34 1.97
C 0.31 3.68 1.56
C 0.24 2.69 0.59
H 1.18 2.07 -3.49
H 2.04 2.11 -1.95
H 0.50 2.95 -2.11
H 4.08 -0.17 -0.58
H 6.18 0.06 -1.87
H 6.10 0.11 -4.34
H 3.93 -0.05 -5.51
H 1.84 -0.30 -4.21
H -0.84 -0.97 -3.41
H -1.43 -3.02 -4.68
H -0.18 -5.11 -4.28
H 1.63 -5.17 -2.60
H 2.19 -3.12 -1.32
H -2.70 0.26 -3.53
H -3.70 1.44 -5.44
H -3.64 3.91 -5.54
H -2.56 5.18 -3.70
H -1.55 4.01 -1.81
H -3.11 2.67 0.09
H -2.98 4.45 1.79
H -0.78 5.13 2.71
H 1.26 3.92 2.01
H 1.14 2.16 0.30
*
```

The calculation puts the LUMO energy at 2.4 eV. The relative energy (zero: lowest compared OMol25 entry of this formula, charge and spin) is 2.224 eV. The gap between HOMO and LUMO is 7.8 eV.

=====

6.
C19H22N2O5S | ωB97M-V with the def2-TZVPD basis set

ORCA input file:
```
! wB97M-V def2-TZVPD RIJCOSX def2/J DEFGRID3
* xyz 0 1
C 0.81 -2.76 -0.13
H 0.27 -3.68 -0.29
H 0.53 -2.29 0.80
H 1.88 -2.92 -0.18
S 0.38 -1.63 -1.46
O 0.47 -2.34 -2.70
O 1.16 -0.43 -1.33
N -1.22 -1.23 -1.18
C -2.24 -1.84 -2.00
H -1.72 -2.57 -2.63
C -3.30 -2.56 -1.15
C -2.67 -3.61 -0.29
C -2.35 -3.34 1.04
C -1.73 -4.31 1.82
C -1.43 -5.54 1.28
C -1.74 -5.82 -0.04
C -2.36 -4.85 -0.82
H -2.60 -5.07 -1.85
H -1.50 -6.78 -0.47
H -0.95 -6.30 1.89
H -1.49 -4.09 2.85
H -2.57 -2.37 1.46
H -3.82 -1.83 -0.53
H -4.03 -3.01 -1.83
H -2.71 -1.09 -2.64
C -1.48 0.08 -0.64
H -2.49 0.09 -0.23
H -1.40 0.86 -1.42
C -0.49 0.34 0.49
O -0.37 -0.43 1.42
N 0.15 1.52 0.43
H 0.21 1.99 -0.46
C 1.25 1.80 1.35
C 1.74 3.21 1.15
C 1.50 4.19 2.09
C 1.93 5.50 1.91
C 2.59 5.79 0.74
C 2.83 4.80 -0.22
C 2.41 3.51 -0.04
H 2.60 2.75 -0.78
O 3.50 5.35 -1.28
C 3.69 6.71 -0.96
O 3.11 6.98 0.30
H 3.21 7.35 -1.72
H 4.77 6.94 -0.93
H 1.75 6.27 2.65
H 0.98 3.94 3.00
H 2.06 1.09 1.16
H 0.89 1.64 2.36
*
```

The calculation puts the LUMO energy at 0.7 eV. The relative energy (zero: lowest compared OMol25 entry of this formula, charge and spin) is 1.955 eV. Its SMILES is CS(=O)(=O)N(CCc1ccccc1)CC(=O)NCc1ccc2c(c1)OCO2. The gap between HOMO and LUMO is 9.0 eV.

=====

| no. | E_tot (Eh) |
| --- | --- |
| 1 | -1662.19973 |
| 2 | -284.43705 |
| 3 | -286.44324 |
| 4 | -3727.12719 |
| 5 | -3926.60006 |
| 6 | -1621.11095 |